# C4H8N3O2S

A gas-phase ion, C4H8N3O2S (charge -1) (ωB97M-V with the def2-TZVPD basis set, the OMol25 dataset).

```
18
Properties=species:S:1:pos:R:3:forces:R:3
C 0.036170 -0.358853 0.993939 -0.2 0.4 2.8
C -0.188322 -1.888666 1.000619 -1.9 0.0 0.2
C -1.574236 -0.616817 -0.569252 -2.1 -0.2 -1.1
C 0.096471 1.095099 -0.937886 1.4 -0.7 -0.7
N -2.743180 -0.967714 0.376895 4.2 -1.6 -2.1
N -0.722287 0.345726 0.023760 0.2 0.8 -0.9
N -3.586770 -0.053704 0.341638 -2.1 1.0 0.6
O -3.540688 0.906088 -0.414155 0.6 2.0 -1.9
O -4.545341 -0.140920 1.111367 -1.6 -0.4 1.5
S -0.665516 -2.191145 -0.727567 0.6 -0.3 0.1
H -0.236441 0.119478 1.974386 0.6 -0.8 -0.4
H 1.053820 -0.164640 0.769725 1.4 0.0 0.2
H 0.698460 -2.411336 1.304708 0.4 -0.3 0.0
H -1.106410 -2.233113 1.594918 1.5 0.8 -0.5
H -1.717020 -0.255598 -1.633103 -1.0 -0.6 1.2
H -0.514211 1.469417 -1.764889 -0.2 0.7 0.7
H 0.862783 1.845442 -0.513625 -1.8 -0.8 -0.2
H 0.752748 0.403559 -1.525018 0.0 -0.1 0.5
```
Forces are in eV/Å.

Calculated values
Structure (SMILES): CN1CCS[C@H]1N=[N+]([O-])[O-]
LUMO level in eV: 3.236
Orbital gap in eV: 7.45
Charge: -1

---

# C5H13N2

A gas-phase ion, C5H13N2 (charge +1) (ωB97M-V with the def2-TZVPD basis set, the OMol25 dataset).

```
20
Properties=species:S:1:pos:R:3:forces:R:3
N -0.667726 0.258696 -1.852772 -0.5 0.4 0.4
C -0.082094 -0.067914 -0.559525 0.6 -0.5 0.8
C 0.665476 1.061493 0.148020 -0.2 0.6 -0.6
C 1.398610 0.716813 1.408141 0.0 -1.5 -0.8
C 2.707996 0.485550 1.383988 0.1 -0.7 0.5
C -1.113893 -0.718888 0.385348 0.0 -0.8 -0.8
N -2.138843 -1.414233 -0.496398 -1.0 -0.1 0.4
H -2.708862 -0.817916 -1.100121 0.5 0.3 -0.1
H 0.055950 0.652553 -2.444349 0.0 -0.2 -0.1
H -1.352682 1.005641 -1.733124 0.2 0.1 -0.1
H 0.650418 -0.858444 -0.741753 0.1 0.0 -0.2
H -0.016996 1.913770 0.268377 -0.1 -0.1 0.3
H 1.392705 1.442867 -0.569835 0.2 -0.1 0.0
H 0.859828 0.231008 2.219099 -0.2 1.2 0.6
H 3.264043 0.258224 0.480248 0.2 1.2 -0.2
H 3.237107 0.288955 2.308363 -0.1 -0.4 0.0
H -0.706082 -1.583446 0.904111 0.5 0.3 0.3
H -1.569767 -0.089457 1.145935 -0.4 0.3 -0.4
H -1.659883 -2.072663 -1.112711 0.0 0.1 -0.1
H -2.828156 -1.927910 0.057787 0.2 -0.2 0.1
```
Forces are in eV/Å.

Calculated values
Structure (SMILES): C=CC[C@H](N)C[NH3+]
LUMO level in eV: -3.633
Orbital gap in eV: 9.09
Charge: +1

---

# C4H7CsO3

A molecular structure, C4H7CsO3 (ωB97M-V with the def2-TZVPD basis set, the OMol25 dataset).

```
15
Properties=species:S:1:pos:R:3:forces:R:3
C 0.633651 -0.357835 -0.024350 -1.2 0.9 0.6
O -0.413212 0.095213 0.348062 0.5 -0.6 -0.4
Cs -0.819998 1.305045 3.614854 0.0 -0.1 -0.3
O 1.733908 -0.183917 0.656444 0.6 0.1 0.4
C 3.016853 -0.590909 0.131675 0.0 -0.4 -0.2
H 3.704500 -0.549929 0.980035 -0.2 0.0 -0.3
H 2.936014 -1.614472 -0.246688 0.1 0.3 0.0
H 3.320329 0.107184 -0.653693 0.0 -0.2 0.2
O 0.035251 -3.474014 -1.235269 -0.6 -1.3 0.5
C -0.398266 -4.595688 -1.003157 0.8 1.3 -0.7
C -0.338497 -5.269652 0.323946 -0.1 -0.3 0.3
H -0.824898 -5.189884 -1.838571 -0.1 0.1 0.2
H 0.250840 -4.698084 1.050237 -0.2 -0.1 -0.2
H 0.089219 -6.275046 0.187912 -0.1 0.3 0.1
H -1.362993 -5.409339 0.701572 0.2 0.0 -0.1
```
Forces are in eV/Å.

Calculated values
Spin multiplicity: 2
<S²>: 0.7529
LUMO level (spin up / spin down) in eV: -3.635 / -3.920
Orbital gap (spin up / spin down) in eV: 8.38 / 8.17
Charge: +1

---

# C27H45F5O21

8 unconnected molecules or ions with the total composition C27H45F5O21 (ωB97M-V with the def2-TZVPD basis set, the OMol25 dataset).

```
98
Properties=species:S:1:pos:R:3:forces:R:3
C -23.471198 4.903652 -6.076022 0.6 0.1 3.0
C -23.724361 4.760332 -4.546677 -0.2 0.9 -0.9
O -23.888936 3.381436 -4.398660 -1.1 -0.2 1.4
C -23.183132 2.777287 -5.348092 0.3 -3.7 0.6
O -22.924416 1.591677 -5.394997 -0.6 2.0 0.2
O -22.773791 3.655229 -6.197868 0.9 1.8 -3.8
F -24.848065 5.434597 -4.197735 -0.2 -0.2 0.3
H -22.822584 5.765582 -6.232471 0.2 -0.4 -0.5
H -24.433199 5.036328 -6.571049 0.2 -0.6 -0.4
H -22.898473 5.056259 -3.899805 0.0 0.3 -0.2
C -22.191245 5.681689 -1.153315 -0.1 0.0 0.6
C -22.418155 6.523484 0.119116 0.8 -0.7 -2.0
O -21.529390 5.845369 0.987113 -0.2 3.0 1.9
C -21.338056 4.596205 0.637475 0.4 -1.6 0.1
O -20.874844 3.715818 1.300681 0.1 0.6 0.1
O -21.736765 4.450462 -0.598721 -0.6 -1.2 -2.1
F -23.664289 6.453580 0.606227 -0.8 -0.3 0.4
H -21.377418 6.123375 -1.728383 -0.1 0.0 -0.2
H -23.071766 5.480450 -1.763456 0.0 0.2 0.2
H -22.214456 7.566273 -0.124167 0.6 0.1 0.8
C -18.286351 8.029765 -0.692551 -0.4 -0.6 -1.0
C -16.969083 8.685076 -0.904102 0.0 -0.6 0.2
O -16.081543 7.596192 -1.116573 1.3 1.5 -0.4
C -16.757510 6.580997 -1.567027 -0.1 -2.7 -3.4
O -16.310519 5.656477 -2.242437 -0.9 1.6 2.1
O -18.069244 6.798783 -1.403450 -1.5 -0.5 0.3
F -16.634115 9.130114 0.269288 1.4 2.3 2.7
H -19.118098 8.606174 -1.097575 -0.1 -0.4 -0.1
H -18.417771 7.871822 0.377906 -0.1 -0.2 -0.1
H -16.915166 9.498314 -1.627861 0.4 -0.4 -0.4
C -17.590138 5.696380 -5.693814 1.4 -0.8 0.8
C -18.534419 5.599449 -6.860655 0.6 1.5 0.7
O -17.689415 5.215858 -7.932015 -3.5 -0.4 -0.6
C -16.441783 5.426714 -7.645596 4.2 0.0 0.0
O -15.494455 5.286453 -8.391682 -1.9 0.3 1.1
O -16.324898 5.780076 -6.346099 0.6 -0.3 -0.1
F -18.925439 6.923516 -7.029685 -0.7 -0.3 -0.9
H -17.646107 4.816622 -5.052727 0.2 -0.2 -0.1
H -17.547509 6.558309 -5.027952 -1.1 0.1 -0.3
H -19.404371 4.956262 -6.727963 0.1 0.1 -0.4
C -18.816300 3.021879 -1.469429 1.0 -1.4 -0.6
C -18.583506 2.203136 -2.704264 2.0 -2.9 -1.3
O -19.378076 2.709479 -3.712536 -3.2 1.8 0.3
C -19.838602 3.929802 -3.258191 -0.7 1.6 -4.1
O -20.460082 4.725201 -4.026606 2.0 -2.8 3.3
O -19.309346 4.194027 -2.081158 -1.3 1.4 0.5
F -18.788394 0.826804 -2.522892 -0.2 1.8 -0.1
H -17.848810 3.174325 -0.991081 -0.4 0.4 0.2
H -19.523858 2.488013 -0.835043 -0.2 0.5 0.2
H -17.666412 2.298361 -3.285621 1.2 -0.4 1.4
C -16.004984 0.682985 -0.145509 0.2 -0.2 -0.3
O -17.385864 0.401173 -0.121291 -0.2 -0.3 -0.3
C -17.659644 -0.732582 0.687207 -0.4 -0.3 0.7
C -19.144329 -1.245571 0.787539 1.9 1.0 0.9
O -19.856319 -0.615915 1.850418 0.2 -0.9 -0.1
C -20.079568 0.768952 1.693172 -0.1 -0.4 -1.1
H -15.619084 0.945563 0.839487 0.0 0.1 0.2
H -15.784945 1.490705 -0.843553 -0.4 0.2 0.1
H -15.432638 -0.161879 -0.528550 0.0 -0.3 0.1
H -17.260718 -0.517552 1.678531 -0.5 0.3 0.6
H -17.062529 -1.621784 0.484996 0.3 0.0 -1.2
H -18.963674 -2.276719 1.091187 -0.5 -0.1 0.2
H -19.629258 -1.263882 -0.188475 -0.3 0.4 0.0
H -19.201434 1.389191 1.872881 0.2 -0.1 0.3
H -20.915779 1.062116 2.327912 0.2 0.0 -0.1
H -20.323789 0.875590 0.636252 -0.4 0.7 -0.1
C -21.046599 7.804711 -4.230977 -1.0 0.9 0.0
O -21.952960 8.392520 -3.202656 1.5 -1.6 -1.2
C -21.693547 9.737136 -3.042719 -0.1 2.0 2.4
C -22.529289 10.307925 -1.831411 0.0 -0.9 -1.4
O -22.163030 9.826652 -0.568637 0.9 -1.0 0.0
C -22.898164 10.426327 0.484540 0.3 0.0 -0.7
H -20.118471 7.325167 -3.919983 -0.2 0.0 1.0
H -20.735821 8.615029 -4.890447 -0.2 0.0 -0.3
H -21.606513 7.060065 -4.796758 -0.1 0.2 0.2
H -21.917719 10.363606 -3.906077 -0.5 -0.2 -0.4
H -20.660218 10.000551 -2.817003 0.6 -0.5 0.0
H -23.527219 9.938254 -2.067159 -0.6 0.5 0.2
H -22.471243 11.396101 -1.806869 -0.2 0.2 -0.4
H -22.620643 11.480390 0.478307 -0.2 0.2 0.5
H -22.619302 9.919707 1.408475 0.0 0.2 -0.1
H -23.966156 10.318312 0.295279 -0.2 0.0 0.2
C -26.368796 -1.151404 -2.944496 0.0 -0.7 1.2
O -25.134778 -0.856066 -2.275907 -1.4 0.7 -0.7
C -24.568496 0.335035 -2.835865 0.6 -0.9 0.8
C -23.376106 0.706445 -1.935181 1.1 0.3 -1.5
O -22.261313 -0.161933 -2.037452 0.2 -1.3 0.5
C -21.506793 -0.201227 -3.239625 0.1 0.8 0.2
H -27.190346 -0.494328 -2.659194 0.1 0.6 0.1
H -26.679090 -2.124937 -2.564974 0.1 -0.2 -0.2
H -26.343568 -1.178709 -4.033862 0.5 0.0 -0.1
H -25.242439 1.188910 -2.905193 -0.5 0.0 0.4
H -24.366919 0.040638 -3.865819 0.9 0.6 -0.1
H -23.613223 0.812591 -0.876597 -0.4 -0.6 -0.1
H -22.954581 1.682441 -2.175692 -0.5 0.6 -0.5
H -21.959386 -0.703567 -4.094563 -0.5 0.1 0.1
H -20.542871 -0.680780 -3.069413 -0.3 -0.3 0.5
H -21.238353 0.818550 -3.515496 -0.2 0.2 -0.4
```
Forces are in eV/Å.

Calculated values
Structure (SMILES): O=C1OC[C@@H](F)O1.O=C1OC[C@@H](F)O1.O=C1OC[C@@H](F)O1.O=C1OC[C@@H](F)O1.O=C1OC[C@@H](F)O1.COCCOC.COCCOC.COCCOC
LUMO level in eV: -0.007
Orbital gap in eV: 9.12
Charge: 0

---

# C12H13O2S

A gas-phase ion, C12H13O2S (charge +1) (ωB97M-V with the def2-TZVPD basis set, the OMol25 dataset).

```
28
Properties=species:S:1:pos:R:3:forces:R:3
C 2.804278 -1.940830 2.157257 1.9 -0.4 1.6
C 1.682740 -1.266903 2.615527 -1.8 0.9 1.2
C 1.581165 -1.517096 -2.361326 1.6 -0.7 -1.7
C 3.080838 -2.201050 0.837864 -1.4 1.2 2.3
C 0.739397 -0.918920 1.682352 -2.3 2.3 1.5
C 2.487968 -1.909095 -1.437140 -3.5 1.0 1.1
C 0.343622 -0.979708 -2.082810 -1.6 0.5 0.7
C 2.132582 -1.760072 -0.066560 0.9 -0.7 -1.7
C 0.913915 -1.166118 0.332093 0.1 0.7 -1.5
C 0.106499 -0.761568 -0.782964 -1.4 0.6 2.1
C -1.328385 2.368459 0.634227 -2.5 -0.3 0.4
C -3.101127 1.406634 -1.482889 -0.7 -1.7 -0.6
O -0.490399 1.825760 -1.727078 -0.6 0.4 -0.7
O -1.314075 -0.071550 -0.403503 1.2 -0.6 -0.2
S -1.498109 1.416970 -0.805364 2.5 -0.9 -0.7
H 3.548486 -2.149153 2.929533 0.0 -0.2 -0.4
H 1.466147 -0.926819 3.716413 0.9 -1.0 -2.3
H 1.893855 -1.693594 -3.371596 -0.4 -0.1 -0.6
H 4.036164 -2.526757 0.545965 0.9 -0.7 -0.4
H -0.140500 -0.237298 2.016160 1.4 -1.6 -0.6
H 3.195363 -2.587479 -1.737499 2.3 -0.9 -0.5
H -0.483551 -0.876630 -2.773692 0.5 0.4 -0.4
H -1.000546 3.389811 0.498288 0.5 -0.1 -0.4
H -0.792622 1.742707 1.327982 0.3 0.2 0.4
H -2.398872 2.424732 0.899368 0.4 0.1 0.9
H -2.988717 0.622901 -2.276220 -0.1 0.7 0.5
H -3.286275 2.339018 -1.947344 0.0 1.1 -0.4
H -3.975217 1.117102 -0.874364 0.8 0.1 0.3
```
Forces are in eV/Å.

Calculated values
LUMO level in eV: -3.079
Orbital gap in eV: 8.67
Charge: +1

---

# C4H7O2

A gas-phase ion, C4H7O2 (charge -1) (ωB97M-V with the def2-TZVPD basis set, the OMol25 dataset).

```
13
Properties=species:S:1:pos:R:3:forces:R:3
O 0.163047 -2.892867 1.127135 0.7 0.7 1.5
C 0.422308 -1.669518 1.350131 -1.6 -0.7 -4.1
O 0.707690 -0.982690 2.309384 0.5 0.3 1.7
C 0.248551 -0.851711 -0.074938 -0.9 0.2 0.9
C -0.708560 0.388776 -0.075221 2.1 0.7 0.6
C -0.027406 1.599043 -0.874821 0.4 -2.0 1.3
H -0.112059 -1.594492 -0.799015 0.5 0.3 0.0
H 1.206345 -0.425614 -0.318263 0.7 -0.3 -0.3
H -0.919307 0.642797 0.987048 0.1 0.2 -0.7
H -1.602285 0.103316 -0.559839 -1.2 -0.1 -0.5
H 0.933518 1.858312 -0.430445 0.5 -0.8 0.0
H 0.133182 1.268533 -1.907082 -0.1 0.5 0.1
H -0.445024 2.556114 -0.734074 -1.6 1.1 -0.5
```
Forces are in eV/Å.

Calculated values
Structure (SMILES): CCCC(=O)[O-]
LUMO level in eV: 4.011
Orbital gap in eV: 7.49
Charge: -1

---

# C2H9NO4

3 unconnected molecules or ions with the total composition C2H9NO4 (ωB97M-V with the def2-TZVPD basis set, the OMol25 dataset).

```
16
Properties=species:S:1:pos:R:3:forces:R:3
O 0.144278 1.634030 1.740988 -0.9 0.7 0.6
C 1.246759 1.225768 1.536069 2.6 -2.0 -1.4
N 1.623145 0.741374 0.265990 3.1 -1.9 1.6
C 0.787480 0.903912 -0.855472 -0.6 -0.5 -1.8
O -0.531374 0.401226 -0.726068 -1.1 -0.7 2.8
H 2.090654 1.090248 2.307822 -1.1 0.3 -0.8
H 2.514958 0.106627 0.117793 -2.6 2.0 0.9
H 0.718793 1.963037 -1.028770 -0.1 0.6 -0.4
H 1.230901 0.382677 -1.787025 -0.6 0.9 1.6
H -0.863381 0.435140 0.268896 1.3 0.6 -3.3
H -2.288403 -1.859638 1.883161 -0.1 -0.3 -0.2
H -1.162643 -1.140119 1.227963 -0.2 -0.9 -0.4
O -1.723116 -1.935288 1.101684 0.3 1.1 0.6
H -1.198322 -1.114053 -2.293889 1.1 -2.4 -0.7
H -1.226354 -2.712856 -2.147966 0.4 1.1 -0.5
O -0.812746 -1.989814 -2.678290 -1.4 1.4 1.3
```
Forces are in eV/Å.

Calculated values
Structure (SMILES): O=CNCO.O.O
LUMO level in eV: 0.487
Orbital gap in eV: 10.89
Charge: 0

---

# C2NO3S

A gas-phase ion, C2NO3S (charge -1) (ωB97M-V with the def2-TZVPD basis set, the OMol25 dataset).

```
7
Properties=species:S:1:pos:R:3:forces:R:3
C -0.994780 -0.366211 -1.668678 0.0 0.2 -0.1
C 0.640068 0.463232 1.328249 0.1 -0.1 -0.3
N -1.530760 0.274956 -2.462840 -0.3 0.2 -0.3
O -0.494104 0.350369 1.694207 -1.2 -0.1 0.3
O 1.654523 1.025342 1.623479 1.0 0.5 0.2
O 0.944100 -0.412053 0.022504 0.4 0.0 -0.1
S -0.219047 -1.335634 -0.536920 0.0 -0.6 0.3
```
Forces are in eV/Å.

Calculated values
Structure (SMILES): N#CSOC(=O)[O-]
LUMO level in eV: 3.453
Orbital gap in eV: 8.40
Charge: -1